Here is 2 unconnected molecules or ions with the total composition C4H13NO2 in a non-equilibrium geometry from OMol25. Energies are from ωB97M-V with the def2-TZVPD basis set.

CARTESIAN COORDINATES (ANGSTROEM)
C: 1.67173 0.38895 0.59901
C: 0.32462 0.26151 -0.12484
C: 0.55397 -0.40659 -1.49830
C: -0.71790 -1.09317 -2.05843
O: -1.98923 -0.51058 -1.71124
N: -0.61795 -0.51309 0.72507
H: 2.41417 0.94675 0.03572
H: 2.10354 -0.58036 0.85356
H: 1.51012 0.88583 1.56271
H: -0.13310 1.24638 -0.16178
H: 1.00955 0.30146 -2.19038
H: 1.29573 -1.19717 -1.36754
H: -0.76167 -0.89750 -3.13711
H: -0.66655 -2.17659 -1.92829
H: -1.90809 -0.62155 -0.73668
H: -1.01934 0.07870 1.44439
H: -0.09249 -1.28036 1.11766
H: -0.77574 2.28660 2.36578
H: -0.83661 1.25989 3.47256
O: -1.36477 1.62088 2.73815

## Properties
Frontier orbital gap   9.82 eV
Relative energy (zero: lowest compared OMol25 entry of this formula, charge and spin)   0.706 eV
Spin multiplicity   1

Here is 3 unconnected molecules or ions with the total composition C4H13NO2 in a non-equilibrium geometry from OMol25. Energies are from ωB97M-V with the def2-TZVPD basis set.

CARTESIAN COORDINATES (ANGSTROEM)
C: 1.39435 -1.90920 -0.93967
C: 0.86332 -1.26460 0.32909
C: -0.08815 -1.78896 1.10566
C: 1.93662 0.96479 0.21605
N: 1.77821 -0.31416 0.86622
H: 0.75367 -1.53891 -1.77013
H: 2.36095 -1.44358 -1.11300
H: 1.24006 -2.98258 -1.03708
H: -0.32753 -2.83771 0.94300
H: -0.32906 -1.30569 2.04748
H: 2.87803 1.41896 0.55606
H: 2.26024 0.77262 -0.81991
H: 1.19200 1.73108 0.06334
H: 1.67354 -0.19837 1.86602
H: -3.63238 1.70080 1.09622
H: -3.31035 0.91158 -0.06069
O: -3.89942 0.85073 0.72362
H: -0.36116 1.92804 -2.24024
H: -0.75461 3.08542 -1.39838
O: -1.11829 2.26814 -1.72687

## Properties
Frontier orbital gap   8.98 eV
Relative energy (zero: lowest compared OMol25 entry of this formula, charge and spin)   1.925 eV
Spin multiplicity   1

Here is 3 unconnected molecules or ions with the total composition C4H13NO2 in a non-equilibrium geometry from OMol25. Energies are from ωB97M-V with the def2-TZVPD basis set.

CARTESIAN COORDINATES (ANGSTROEM)
C: 2.20255 0.32434 0.07795
C: 0.83715 -0.30401 0.11828
C: 0.00994 -0.37278 -0.92773
N: 0.36745 0.15296 -2.18130
C: 0.41213 -0.92228 1.42268
H: 2.29305 1.34290 0.46575
H: 2.89936 -0.33773 0.59103
H: 2.51138 0.42513 -0.96068
H: -0.95676 -0.85676 -0.89372
H: -0.33523 0.15060 -2.89894
H: 1.29255 0.00594 -2.54273
H: 0.48555 -0.17948 2.22158
H: -0.61068 -1.29469 1.36497
H: 0.96489 -1.81852 1.70113
H: -2.50721 -0.25155 0.62404
H: -3.97257 -0.62323 0.69388
O: -3.13437 -0.93278 0.32953
H: -0.55086 1.84049 0.98292
H: -0.93478 1.76602 -0.53959
O: -1.27354 1.88544 0.35094

## Properties
Frontier orbital gap   8.75 eV
Relative energy (zero: lowest compared OMol25 entry of this formula, charge and spin)   0.745 eV
Spin multiplicity   1

Here is 3 unconnected molecules or ions with the total composition C4H13NO2 in a non-equilibrium geometry from OMol25. Energies are from ωB97M-V with the def2-TZVPD basis set.

CARTESIAN COORDINATES (ANGSTROEM)
C: -3.08575 0.26188 -0.07291
C: -1.71387 0.73953 -0.24454
C: -0.74202 0.05566 -0.87262
N: -0.69769 -1.33579 -0.95036
C: -1.47827 2.21338 -0.06503
H: -3.20404 -0.80407 0.22704
H: -3.52412 0.94744 0.70655
H: -3.62097 0.35644 -0.99663
H: 0.12309 0.47734 -1.37399
H: -0.42960 -1.84766 -1.84327
H: -1.39389 -1.78080 -0.40522
H: -2.26946 2.73131 0.43389
H: -0.43917 2.31561 0.38346
H: -1.30964 2.67855 -1.06076
H: 4.27389 -0.08964 1.13917
H: 4.34964 1.05818 0.17590
O: 3.95571 0.27283 0.26624
H: 2.59124 -2.60894 1.07440
H: 1.54368 -1.45317 1.05069
O: 2.33336 -1.80444 1.56775

## Properties
Frontier orbital gap   8.41 eV
Relative energy (zero: lowest compared OMol25 entry of this formula, charge and spin)   1.685 eV
Spin multiplicity   1

Here is 2 unconnected molecules or ions with the total composition C4H13NO2 in a non-equilibrium geometry from OMol25. Energies are from ωB97M-V with the def2-TZVPD basis set.

CARTESIAN COORDINATES (ANGSTROEM)
C: 0.53844 0.41749 -0.90129
N: 0.13266 -0.03365 0.48483
C: 0.45208 -1.39424 1.03550
O: -0.00474 -2.57694 0.31713
C: -0.49100 0.24645 -2.03700
C: -0.59323 1.42258 -2.98133
H: 0.93676 1.50962 -0.79595
H: 1.45053 -0.21065 -1.05994
H: -0.85230 0.24045 0.56612
H: -0.17950 -1.43490 1.94847
H: 1.57493 -1.62265 1.35345
H: -1.01862 -2.52558 0.36761
H: -1.42942 -0.10626 -1.56409
H: -0.31114 -0.73842 -2.50234
H: -1.30058 2.06759 -2.54193
H: 0.28863 2.16252 -3.00736
H: -0.97000 1.09131 -4.01046
H: -0.10669 1.42336 4.31736
H: 0.78473 1.11295 3.07421
O: 0.10053 1.71600 3.40359

## Properties
Frontier orbital gap (alpha / beta)   11.72 / 6.49 eV
Net charge   +1
Expectation value of S²   0.7557
Relative energy (zero: lowest compared OMol25 entry of this formula, charge and spin)   2.830 eV
Spin multiplicity   2

Here is 2 unconnected molecules or ions with the total composition C4H13NO2 in a non-equilibrium geometry from OMol25. Energies are from ωB97M-V with the def2-TZVPD basis set.

CARTESIAN COORDINATES (ANGSTROEM)
C: -0.82548 1.24873 1.66649
C: -1.39781 0.48113 0.46582
C: -0.76684 -0.96479 0.13446
C: -1.48074 -2.08000 0.88463
O: 0.59678 -0.90758 0.29521
N: -1.61833 1.31185 -0.67796
H: 0.12989 1.71179 1.42392
H: -0.79510 0.51158 2.46664
H: -1.56200 2.01446 1.90899
H: -2.44192 0.19388 0.72010
H: -0.96984 -1.09435 -0.93744
H: -0.99493 -2.99628 0.55714
H: -2.48308 -2.13802 0.46475
H: -1.59022 -1.97973 1.96069
H: 0.84918 -1.02082 1.22030
H: -0.78149 1.60499 -1.19537
H: -2.08788 0.69594 -1.34902
H: 5.07819 0.10417 -2.24502
H: 3.70352 0.63910 -2.39756
O: 4.62851 0.94864 -2.41188

## Properties
Frontier orbital gap (alpha / beta)   10.53 / 5.02 eV
Net charge   +1
Expectation value of S²   0.7556
Relative energy (zero: lowest compared OMol25 entry of this formula, charge and spin)   1.682 eV
Spin multiplicity   2

Here is 4 unconnected molecules or ions with the total composition C4H13NO2 in a non-equilibrium geometry from OMol25. Energies are from ωB97M-V with the def2-TZVPD basis set.

CARTESIAN COORDINATES (ANGSTROEM)
C: -0.63698 -1.29442 0.69293
C: -0.84737 -0.38945 -0.56648
C: -2.02253 0.55798 -0.38266
C: -2.08177 1.80618 -0.05527
N: 0.41981 -2.28025 0.54252
H: -0.44750 -0.65300 1.54997
H: -1.58024 -1.84643 0.80448
H: 0.08348 0.24422 -0.62054
H: -1.00824 -1.01156 -1.45942
H: -2.98147 -0.02887 -0.35589
H: 1.63768 0.65392 1.07898
H: -2.49192 2.28074 0.83699
H: 0.26000 -2.74795 -0.34342
H: 1.34644 -1.87245 0.69612
H: 0.88130 2.38839 -0.31104
H: -0.58176 2.50366 -0.78604
O: 0.33074 2.79740 -0.99548
H: 3.82147 -0.58826 0.00060
H: 2.55475 -0.53255 0.86036
O: 3.24516 -1.16531 0.51930

## Properties
Frontier orbital gap (alpha / beta)   5.11 / 5.06 eV
Net charge   +1
Expectation value of S²   0.7519
Relative energy (zero: lowest compared OMol25 entry of this formula, charge and spin)   7.726 eV
Spin multiplicity   2

Here is 2 unconnected molecules or ions with the total composition C4H13NO3 in a non-equilibrium geometry from OMol25. Energies are from ωB97M-V with the def2-TZVPD basis set.

CARTESIAN COORDINATES (ANGSTROEM)
C: 0.07199 -1.45794 -0.48602
C: -0.81232 -0.29164 -0.06120
C: -1.90999 -0.08670 -1.16183
O: -3.02391 -0.97962 -0.99079
N: -0.09201 0.95046 0.01749
C: 0.47980 1.32780 1.26399
O: 1.48245 0.41685 1.77479
H: 0.69824 -1.66001 0.39308
H: -0.43686 -2.41156 -0.62733
H: 0.77051 -1.28666 -1.30415
H: -1.41881 -0.52418 0.81158
H: -1.51245 -0.30057 -2.15953
H: -2.20567 0.96307 -1.11382
H: -3.34184 -1.12347 -1.89892
H: 0.49718 1.16628 -0.76478
H: 0.99961 2.28082 1.19998
H: -0.30268 1.43241 2.01495
H: 1.13038 -0.30402 2.29311
H: 2.67361 0.27071 0.52572
H: 4.05273 0.28505 -0.14105
O: 3.12096 0.30130 -0.34437

## Properties
Frontier orbital gap   9.91 eV
Relative energy (zero: lowest compared OMol25 entry of this formula, charge and spin)   1.704 eV
Spin multiplicity   1

Here is 3 unconnected molecules or ions with the total composition C4H13NO3 in a non-equilibrium geometry from OMol25. Energies are from ωB97M-V with the def2-TZVPD basis set.

CARTESIAN COORDINATES (ANGSTROEM)
C: -0.33096 -2.15049 -0.00017
C: -0.62411 -0.65781 -0.02303
C: -2.04223 -0.10165 -0.15507
C: -2.87110 -0.75387 0.97306
N: -4.26323 -0.61974 0.83037
O: -2.47545 -1.43439 1.88819
H: 0.28067 -2.50616 -0.86252
H: -1.25518 -2.71614 -0.00602
H: 0.27512 -2.51447 0.82311
H: -0.09715 -0.20326 0.81672
H: -0.03125 -0.36456 -0.92418
H: -1.94194 0.97125 0.09667
H: -2.63683 -0.19943 -1.05805
H: -4.59849 -0.39740 -0.09032
H: -4.89349 -0.97772 1.52259
H: 3.55061 2.24511 1.37814
H: 5.02086 2.28829 1.82342
O: 4.45996 2.36198 1.05342
H: 5.24154 1.94993 -2.84131
H: 4.67388 3.18503 -2.25002
O: 4.55879 2.59550 -2.99500

## Properties
Frontier orbital gap   10.36 eV
Relative energy (zero: lowest compared OMol25 entry of this formula, charge and spin)   1.114 eV
Spin multiplicity   1

Here is 4 unconnected molecules or ions with the total composition C4H13NO3 in a non-equilibrium geometry from OMol25. Energies are from ωB97M-V with the def2-TZVPD basis set.

CARTESIAN COORDINATES (ANGSTROEM)
C: -2.65139 1.07804 0.79313
C: -1.91587 0.14492 -0.09149
C: -1.64378 0.23361 -1.44960
C: -0.00524 -1.49946 -0.09508
N: -1.11703 -0.88599 0.24313
H: -3.72191 0.92732 0.65130
H: -2.38904 0.93182 1.83084
H: -2.38512 2.10041 0.50111
H: -1.81436 -0.58836 -2.13575
H: -1.13091 1.06528 -1.95036
H: 0.27480 -2.25508 0.65209
H: 0.11536 -1.84823 -1.12762
H: 0.25867 0.77819 2.62137
H: 0.03149 0.69083 1.11238
O: 0.47952 1.19488 1.79657
H: 4.99081 -0.84517 -0.45431
H: 3.47561 -0.66531 -0.73292
O: 4.15039 -1.28366 -0.40682
H: 1.79852 0.94341 -0.34656
H: 1.24765 -0.38013 -0.54225
O: 1.95182 0.16267 -0.86916

## Properties
Frontier orbital gap   7.29 eV
Relative energy (zero: lowest compared OMol25 entry of this formula, charge and spin)   5.869 eV
Spin multiplicity   1

Here is 3 unconnected molecules or ions with the total composition C4H13NO3 in a non-equilibrium geometry from OMol25. Energies are from ωB97M-V with the def2-TZVPD basis set.

CARTESIAN COORDINATES (ANGSTROEM)
C: 0.34612 -1.83339 0.25054
N: -0.25428 -0.73678 1.05396
C: 0.68727 -0.09331 1.93020
C: 1.52949 0.89282 1.11888
C: 2.75620 1.32067 1.86464
O: 2.91463 2.38766 2.39249
H: 1.12365 -1.48009 -0.42507
H: -0.45543 -2.30327 -0.31475
H: 0.81625 -2.57725 0.88520
H: -0.88900 -1.29902 1.61608
H: 1.34229 -0.77512 2.49228
H: 0.09667 0.47054 2.64418
H: 1.79878 0.48165 0.14202
H: 0.90632 1.75734 0.88113
H: 3.51829 0.52160 2.01002
H: -4.28372 0.11722 -4.35857
H: -2.92089 0.89320 -4.52487
O: -3.87861 0.94353 -4.63329
H: -1.27133 -0.11337 -1.35556
H: -1.99877 1.16340 -1.66902
O: -1.88393 0.26197 -2.00049

## Properties
Frontier orbital gap   10.57 eV
Relative energy (zero: lowest compared OMol25 entry of this formula, charge and spin)   1.906 eV
Spin multiplicity   1

Here is 4 unconnected molecules or ions with the total composition C4H13NO3 from OMol25. Energies are from ωB97M-V with the def2-TZVPD basis set.

CARTESIAN COORDINATES (ANGSTROEM)
N: -0.48126 2.28803 0.41413
C: 0.74937 1.72541 0.77128
C: 1.37152 2.03903 1.90321
C: 2.49025 0.86263 -0.68492
C: 1.25002 0.75781 -0.23351
H: -0.63898 2.35479 -0.57239
H: -0.86613 2.99474 1.00791
H: 2.31108 1.57533 2.17397
H: 0.98092 2.73382 2.64414
H: 2.81027 0.29489 -1.54449
H: 3.29178 1.47675 -0.30013
H: 0.58435 -0.01902 -0.60039
H: -2.43516 -0.61583 -0.45414
H: -1.76747 0.14450 0.69398
O: -1.65803 -0.63465 0.13216
H: -5.17308 0.42281 -0.93301
H: -4.22976 1.56482 -0.63845
O: -4.27376 0.60193 -0.63209
H: 2.69217 -6.80635 -1.09736
H: 1.20746 -6.91377 -0.64329
O: 1.78445 -6.84768 -1.40662

## Properties
Frontier orbital gap   8.49 eV
Relative energy (zero: lowest compared OMol25 entry of this formula, charge and spin)   2.336 eV
Spin multiplicity   1

| no. | M (u) |
| --- | --- |
| 1 | 107.153 |
| 2 | 107.153 |
| 3 | 107.153 |
| 4 | 107.153 |
| 5 | 107.153 |
| 6 | 107.153 |
| 7 | 107.153 |
| 8 | 123.152 |
| 9 | 123.152 |
| 10 | 123.152 |
| 11 | 123.152 |
| 12 | 123.152 |